Record 1
The following is a DFT calculation (wB97M-V/def2-TZVPD) of a structure of composition C16H18BCl2InN3O at a distorted geometry.

Its LUMO energy is 2.398 eV. The highest occupied orbital energy is -4.531 eV. The net charge is -1. The calculation puts the total energy at -54297.60934 eV.

CARTESIAN COORDINATES (ANGSTROEM)
C 2.788 2.141 -5.079
B 2.038 0.956 -4.251
O 0.597 0.881 -4.037
In 3.262 -0.745 -3.274
Cl 5.414 -1.165 -4.472
Cl 1.901 -2.826 -3.266
C 3.687 -0.003 -1.137
C 4.829 1.024 -1.036
C 5.113 1.591 0.406
C 4.143 0.971 1.467
C 3.070 -0.091 1.185
N 2.853 -0.570 -0.139
H 2.698 1.972 -6.207
H 2.359 3.151 -4.740
H 3.891 2.138 -4.734
H 0.504 0.930 -3.052
H 5.421 1.390 -1.941
H 5.902 2.373 0.637
H 4.253 1.330 2.552
H 2.406 -0.482 2.040
N -1.639 -0.877 2.760
C -0.703 -1.796 2.472
C -0.170 -2.672 3.404
C -0.624 -2.594 4.713
C -1.590 -1.652 5.039
C -2.062 -0.824 4.033
H -0.378 -1.816 1.437
H 0.581 -3.396 3.115
H -0.230 -3.262 5.472
H -1.967 -1.564 6.050
H -2.820 -0.074 4.238
N -5.018 1.725 0.715
C -4.265 0.626 0.891
C -4.254 -0.449 0.017
C -5.070 -0.392 -1.103
C -5.860 0.730 -1.308
C -5.797 1.754 -0.378
H -3.646 0.627 1.781
H -3.624 -1.309 0.207
H -5.091 -1.215 -1.810
H -6.509 0.808 -2.172
H -6.393 2.654 -0.496

Record 2
The following is a DFT calculation (wB97M-V/def2-TZVPD) of a structure of composition C37H28LuN10O at a distorted geometry.

Its LUMO energy (alpha / beta) is -3.767 / -3.785 eV. The highest occupied orbital energy (alpha / beta) is -8.809 / -8.757 eV. The net charge is +1. The calculation puts the total energy at -89390.27122 eV.

CARTESIAN COORDINATES (ANGSTROEM)
Lu 11.845 15.218 12.341
C 9.154 9.029 11.549
C 9.194 8.948 12.896
C 9.572 10.055 13.681
C 10.139 11.142 13.022
C 10.472 12.515 13.496
N 10.192 12.904 14.683
C 10.130 14.172 15.057
C 9.309 14.524 16.202
C 8.430 13.646 16.740
C 7.298 14.241 17.364
C 7.136 15.633 17.369
C 7.966 16.493 16.591
C 9.054 15.932 15.962
C 9.799 16.355 14.774
N 9.573 17.504 14.158
C 9.963 17.806 12.935
N 10.765 17.111 12.059
C 10.530 17.704 10.809
N 11.034 17.438 9.652
C 11.310 16.199 9.269
N 11.447 15.140 10.096
C 11.290 13.943 9.412
N 10.863 12.813 9.948
C 10.684 12.456 11.202
N 10.947 13.223 12.376
C 10.156 11.193 11.643
C 9.711 10.096 10.863
C 11.290 14.223 7.981
C 10.984 13.473 6.882
C 10.709 14.130 5.717
C 10.762 15.495 5.572
C 10.873 16.335 6.695
C 11.154 15.644 7.895
C 9.684 18.855 10.926
C 9.156 19.760 9.982
C 8.200 20.732 10.416
C 8.027 20.922 11.772
C 8.630 20.075 12.723
C 9.419 19.031 12.320
N 10.525 15.246 14.289
H 8.695 8.238 10.989
H 8.895 7.957 13.311
H 9.365 10.127 14.740
H 8.680 12.589 16.718
H 6.599 13.565 17.883
H 6.308 16.028 17.908
H 7.662 17.527 16.467
H 9.927 10.067 9.771
H 11.059 12.381 6.923
H 10.481 13.530 4.850
H 10.541 15.854 4.546
H 10.858 17.415 6.609
H 9.632 19.735 8.997
H 7.677 21.317 9.706
H 7.296 21.604 12.236
H 8.386 20.093 13.795
C 16.975 13.239 13.694
N 15.928 13.916 12.989
C 15.551 13.328 11.704
C 15.088 14.843 13.535
O 13.905 15.092 13.039
N 15.424 15.490 14.650
C 14.336 15.877 15.550
C 16.750 16.022 14.776
H 17.124 12.322 13.119
H 16.666 12.953 14.737
H 17.938 13.774 13.730
H 16.427 13.183 11.048
H 14.844 13.949 11.202
H 15.007 12.375 11.868
H 13.903 14.887 15.885
H 13.663 16.411 14.946
H 14.726 16.481 16.391
H 17.144 16.308 13.746
H 17.409 15.401 15.355
H 16.586 16.958 15.324

Record 3
The following is a DFT calculation (wB97M-V/def2-TZVPD) of a structure of composition Cl3Na3O12 at a distorted geometry.

Its LUMO energy is -3.703 eV. The highest occupied orbital energy is -7.024 eV. The net charge is 0. The calculation puts the total energy at -75363.69462 eV.

CARTESIAN COORDINATES (ANGSTROEM)
Na 0.980 3.184 0.945
Na -0.215 0.039 3.280
Na 1.960 3.134 -2.419
Cl -2.755 -3.135 -2.086
O -3.582 -2.178 -1.372
O -2.009 -2.451 -3.070
O -1.860 -3.786 -1.141
O -3.590 -4.075 -2.766
Cl 3.150 0.895 2.459
O 2.662 0.953 3.822
O 4.124 -0.123 2.290
O 2.026 0.750 1.613
O 3.832 2.152 2.196
Cl -0.960 0.878 -0.761
O -0.480 0.552 0.579
O -0.210 2.075 -1.232
O -0.738 -0.193 -1.653
O -2.336 1.330 -0.684

Record 4
The following is a DFT calculation (wB97M-V/def2-TZVPD) of a cluster of 2 separate species, C5H16BN2O in total at a distorted geometry.

Its LUMO energy is -3.432 eV. The highest occupied orbital energy is -12.350 eV. The net charge is +1. The calculation puts the total energy at -11142.73294 eV.

CARTESIAN COORDINATES (ANGSTROEM)
B 2.418 -0.149 -1.616
C 2.122 -1.541 -2.121
C -0.328 1.802 -0.067
C -1.645 -0.275 -0.601
C -1.387 0.458 1.783
C -0.701 0.392 0.395
N 0.528 -0.411 0.466
N -1.597 -0.893 2.289
O 2.836 0.959 -1.355
H 2.493 -1.687 -3.136
H 1.056 -1.763 -2.124
H 2.592 -2.295 -1.489
H -1.212 2.433 -0.095
H 0.390 2.251 0.617
H 0.103 1.767 -1.067
H -1.143 -0.440 -1.551
H -1.983 -1.225 -0.198
H -2.512 0.351 -0.775
H -2.350 0.956 1.665
H -0.774 1.075 2.458
H 1.080 -0.104 1.262
H 0.267 -1.377 0.637
H -2.456 -0.957 2.819
H -0.844 -1.181 2.904
H 3.047 1.856 -1.100

Record 5
The following is a DFT calculation (wB97M-V/def2-TZVPD) of an isolated molecule of C4H5FN2S at a distorted geometry.

Its LUMO energy is 0.630 eV. The highest occupied orbital energy is -8.830 eV. As for the SMILES: Cc1nc(S)[nH]c1F. The net charge is 0. The calculation puts the total energy at -20759.83821 eV.

CARTESIAN COORDINATES (ANGSTROEM)
C -2.428 -1.605 -0.127
C -1.201 -0.676 0.134
N 0.130 -1.003 0.215
C 0.939 0.007 -0.015
S 2.698 -0.156 -0.119
N 0.157 1.075 -0.014
C -1.091 0.683 0.116
F -2.013 1.731 0.028
H -2.054 -2.299 -0.998
H -3.214 -0.939 -0.665
H -2.747 -2.415 0.681
H 3.125 -0.467 1.079
H 0.513 2.074 -0.508

Record 6
The following is a DFT calculation (wB97M-V/def2-TZVPD) of an isolated molecule of C5H11NO at a distorted geometry.

Its LUMO energy is 1.100 eV. The highest occupied orbital energy is -8.721 eV. As for the SMILES: CCN1C[C@H]1CO. The net charge is 0. The calculation puts the total energy at -8898.65112 eV.

CARTESIAN COORDINATES (ANGSTROEM)
C -1.861 -0.981 -0.572
C -1.611 0.093 0.476
N -0.200 0.148 0.655
C 0.644 0.843 1.535
C 0.794 0.819 -0.069
C 1.992 0.087 -0.615
O 1.768 -0.654 -1.797
H -2.924 -1.106 -0.780
H -1.446 -1.933 -0.222
H -1.346 -0.713 -1.503
H -2.080 1.051 0.192
H -2.012 -0.200 1.453
H 0.550 1.853 1.923
H 1.018 0.151 2.318
H 0.428 1.614 -0.764
H 2.763 0.825 -0.868
H 2.370 -0.534 0.205
H 1.155 -1.364 -1.567